*i*
C5H8O2S | wB97M-V/def2-TZVPD

Computed properties:
Highest occupied orbital energy = -8.6 eV
SMILES = C=C[C@H](CO)OC=S
Gap between HOMO and LUMO = 9.2 eV
2S+1 = 1
Net charge = 0

Each line ends with the natural charge from an NBO analysis.
CARTESIAN COORDINATES (ANGSTROEM)
C (-2.69809, -1.56698, -0.29622)  -0.37
C (-1.54199, -0.91334, -0.42714)  -0.23
C (-0.89646, -0.14151, 0.69169)  0.02
C (-1.18473, 1.36481, 0.59788)  -0.09
O (-1.05883, 1.89055, -0.70806)  -0.71
O (0.51373, -0.44928, 0.77450)  -0.48
C (1.33240, 0.03490, -0.14963)  0.02
S (2.91438, -0.30279, -0.18000)  -0.05
H (-3.23793, -1.60765, 0.65085)  0.20
H (-3.16448, -2.06943, -1.19494)  0.21
H (-1.02364, -0.88465, -1.39353)  0.22
H (-1.28176, -0.50325, 1.65172)  0.21
H (-0.46979, 1.90425, 1.23363)  0.20
H (-2.20027, 1.54738, 1.00298)  0.18
H (-1.79271, 1.54835, -1.21376)  0.47
H (0.83444, 0.71218, -0.88780)  0.20

***

*ii*
C5H8O2S | wB97M-V/def2-TZVPD

Computed properties:
Highest occupied orbital energy = -8.3 eV
SMILES = C[C@@H](O)C1=COCS1
Gap between HOMO and LUMO = 9.0 eV
2S+1 = 1
Net charge = 0

Each line ends with the natural charge from an NBO analysis.
CARTESIAN COORDINATES (ANGSTROEM)
C (1.72306, 1.18359, -0.48708)  -0.63
C (1.45862, -0.04554, 0.24354)  0.09
O (1.79091, -0.09127, 1.61206)  -0.68
C (-0.13326, -0.33005, -0.06219)  -0.24
C (-0.74863, -1.44808, -0.51255)  0.08
O (-2.23826, -1.54333, -0.56656)  -0.50
C (-2.63950, -0.42774, 0.20047)  -0.18
S (-1.45347, 0.94751, 0.08932)  0.15
H (1.54085, 1.07797, -1.48361)  0.22
H (0.92273, 2.04530, -0.16878)  0.19
H (2.78359, 1.74888, -0.28403)  0.22
H (2.01955, -0.87862, -0.42092)  0.19
H (1.51683, 0.72574, 1.97761)  0.47
H (-0.28173, -2.36381, -0.96245)  0.22
H (-2.84654, -0.60355, 1.18421)  0.18
H (-3.41475, 0.00300, -0.35904)  0.20

***

Going by the energies, *i* is most stable and the next is 0.0482 hartree up.

***

*i*
C3H11NOP | wB97M-V/def2-TZVPD

Computed properties:
Highest occupied orbital energy = -13.6 eV
Gap between HOMO and LUMO = 9.8 eV
2S+1 = 1
Net charge = +1

Each line ends with the natural charge from an NBO analysis.
CARTESIAN COORDINATES (ANGSTROEM)
C (-1.21190, -0.68244, -2.54963)  -0.73
C (-0.84052, -1.04891, 0.27018)  -0.45
C (0.09206, -0.38547, -1.83660)  0.72
N (0.17904, -0.44501, -0.53464)  -0.51
O (1.12852, -0.06742, -2.56720)  -0.57
P (1.59173, 1.41566, 2.54194)  -0.05
H (-1.82400, -1.42028, -2.20704)  0.27
H (-1.12597, -0.88573, -3.64308)  0.25
H (-1.78896, 0.16343, -2.47487)  0.27
H (-0.71482, -2.17290, 0.29383)  0.24
H (-0.67238, -0.70979, 1.35578)  0.26
H (-1.89402, -0.70431, -0.13806)  0.23
H (0.92330, 0.03749, -0.06081)  0.45
H (0.73749, 1.74346, 3.58163)  0.02
H (0.76894, -0.21926, -3.54218)  0.53
H (1.85777, 2.75581, 2.44619)  0.02
H (2.66583, 1.20642, 3.36600)  0.03

***

*ii*
C3H11NOP | wB97M-V/def2-TZVPD

Computed properties:
Highest occupied orbital energy = -14.3 eV
SMILES = CC[NH2+][C@H](O)P
Gap between HOMO and LUMO = 10.9 eV
2S+1 = 1
Net charge = +1

Each line ends with the natural charge from an NBO analysis.
CARTESIAN COORDINATES (ANGSTROEM)
C (1.96682, 0.56446, 0.10467)  -0.65
C (1.36069, -0.87136, 0.04710)  -0.20
N (-0.20400, -0.95432, 0.34643)  -0.55
C (-1.07878, 0.14686, -0.27866)  0.01
O (-0.92485, 1.22737, 0.56261)  -0.73
P (-2.95301, -0.20801, -0.03311)  0.31
H (3.01867, 0.56819, -0.16105)  0.27
H (1.47703, 1.23332, -0.53796)  0.21
H (1.91226, 1.02849, 1.09547)  0.23
H (1.81360, -1.35612, 0.89816)  0.23
H (1.48426, -1.36596, -0.87968)  0.23
H (-0.34905, -0.74547, 1.36434)  0.46
H (-0.43488, -1.83574, -0.01265)  0.43
H (-0.77239, 0.50451, -1.21053)  0.21
H (-0.04950, 1.68785, 0.53840)  0.50
H (-2.93767, -0.82385, -1.32402)  -0.01
H (-3.32920, 1.19978, -0.51951)  0.06

***

Going by the energies, *i* is most stable and the next is 0.0170 hartree up.